# C2H8NOPS

C2H8NOPS in the gas phase at a distorted geometry (the ωB97M-V functional and the def2-TZVPD basis, the OMol25 dataset).

Last columns: bonded neighbours and bond lengths (Å).
Positions of all 14 atoms, in Å:
1 C -1.0375 1.5705 0.0979  C2 1.605, H7 1.090, H8 1.091, H9 1.151
2 C -0.7465 0.1187 0.7161  C1 1.605, P5 1.849, H10 1.078, H11 1.079
3 N 0.3173 -1.0042 -1.4566  P5 1.700, H12 1.003, H13 1.033
4 O 1.4259 -1.7590 0.8109  P5 1.667, H14 0.970
5 P 0.8897 -0.3915 0.0221  C2 1.849, N3 1.700, O4 1.667, S6 2.382
6 S 2.6745 1.1280 -0.4026  P5 2.382
7 H -1.5599 2.1572 0.8537  C1 1.090
8 H -0.0994 2.0494 -0.1858  C1 1.091
9 H -1.8538 1.3436 -0.6817  C1 1.151
10 H -1.3258 -0.6289 0.1996  C2 1.078
11 H -0.7672 -0.1210 1.7677  C2 1.079
12 H -0.4307 -1.6482 -1.2767  N3 1.003
13 H 0.9825 -1.1186 -2.2380  N3 1.033
14 H 1.5309 -1.6959 1.7733  O4 0.970

## Properties
Frontier orbital gap (spin up / spin down): 6.3 / 6.9 eV
ΔE to the lowest compared entry with this formula, charge and spin: 0.5763 eV
HOMO (spin up / spin down): -5.6 / -8.5 eV
Spin multiplicity: 3
⟨S²⟩: 2.005


# C4H13NO3

3 unconnected molecules or ions with the total composition C4H13NO3 at a distorted geometry (the ωB97M-V functional and the def2-TZVPD basis, the OMol25 dataset).

Last columns: bonded neighbours and bond lengths (Å).
Positions of all 21 atoms, in Å:
1 C -1.3612 -1.5938 -0.1434  C2 1.523, H7 1.088, H8 1.090, H9 1.089
2 C -0.0344 -1.3384 -0.8452  C1 1.523, C3 1.528, N4 1.489, H10 1.084
3 C 1.1629 -1.4957 0.0913  C2 1.528, H11 1.088, H12 1.089, H13 1.090
4 N -0.0589 0.0025 -1.4927  C2 1.489, C5 1.350, H14 1.006
5 C 0.2936 1.1939 -0.9633  N4 1.350, O6 1.222, H15 1.087
6 O 0.8843 1.3614 0.0937  C5 1.222
7 H -1.4419 -0.8854 0.6786  C1 1.088
8 H -1.3449 -2.6078 0.2570  C1 1.090
9 H -2.1611 -1.4674 -0.8707  C1 1.089
10 H 0.1868 -1.9307 -1.7254  C2 1.084
11 H 1.0206 -0.8683 0.9682  C3 1.088
12 H 1.2766 -2.5472 0.3507  C3 1.089
13 H 2.0682 -1.1243 -0.3883  C3 1.090
14 H -0.6775 0.1167 -2.2781  N4 1.006
15 H 0.0135 2.0857 -1.5181  C5 1.087
16 O -2.4441 2.2710 0.2365  H17 0.972, H18 0.972
17 H -3.1737 2.0309 0.8326  O16 0.972
18 H -1.9382 2.7127 0.9388  O16 0.972
19 O 2.6603 1.3880 2.2780  H20 0.955, H21 0.940
20 H 2.3361 2.0973 1.7274  O19 0.955
21 H 2.7332 0.5988 1.7725  O19 0.940

## Properties
Frontier orbital gap: 10.3 eV
ΔE to the lowest compared entry with this formula, charge and spin: 0.9407 eV
SMILES: CC(C)NC=O.O.O
HOMO: -9.7 eV
Spin multiplicity: 1


> Which of these has the lowest ΔE to the lowest compared entry with this formula, charge and spin?

C2H8NOPS


> Which value of ΔE to the lowest compared entry with this formula, charge and spin does entry 1 give?

0.5763 eV


> Which of these has the highest spin multiplicity?

C2H8NOPS


Repeat the second record exactly.
# C4H13NO3

3 unconnected molecules or ions with the total composition C4H13NO3 at a distorted geometry (the ωB97M-V functional and the def2-TZVPD basis, the OMol25 dataset).

Last columns: bonded neighbours and bond lengths (Å).
Positions of all 21 atoms, in Å:
1 C -1.3612 -1.5938 -0.1434  C2 1.523, H7 1.088, H8 1.090, H9 1.089
2 C -0.0344 -1.3384 -0.8452  C1 1.523, C3 1.528, N4 1.489, H10 1.084
3 C 1.1629 -1.4957 0.0913  C2 1.528, H11 1.088, H12 1.089, H13 1.090
4 N -0.0589 0.0025 -1.4927  C2 1.489, C5 1.350, H14 1.006
5 C 0.2936 1.1939 -0.9633  N4 1.350, O6 1.222, H15 1.087
6 O 0.8843 1.3614 0.0937  C5 1.222
7 H -1.4419 -0.8854 0.6786  C1 1.088
8 H -1.3449 -2.6078 0.2570  C1 1.090
9 H -2.1611 -1.4674 -0.8707  C1 1.089
10 H 0.1868 -1.9307 -1.7254  C2 1.084
11 H 1.0206 -0.8683 0.9682  C3 1.088
12 H 1.2766 -2.5472 0.3507  C3 1.089
13 H 2.0682 -1.1243 -0.3883  C3 1.090
14 H -0.6775 0.1167 -2.2781  N4 1.006
15 H 0.0135 2.0857 -1.5181  C5 1.087
16 O -2.4441 2.2710 0.2365  H17 0.972, H18 0.972
17 H -3.1737 2.0309 0.8326  O16 0.972
18 H -1.9382 2.7127 0.9388  O16 0.972
19 O 2.6603 1.3880 2.2780  H20 0.955, H21 0.940
20 H 2.3361 2.0973 1.7274  O19 0.955
21 H 2.7332 0.5988 1.7725  O19 0.940

## Properties
Frontier orbital gap: 10.3 eV
ΔE to the lowest compared entry with this formula, charge and spin: 0.9407 eV
SMILES: CC(C)NC=O.O.O
HOMO: -9.7 eV
Spin multiplicity: 1